#w
Below is a cluster of 2 separate species, C4H7NO2 in total, with properties calculated with ωB97M-V/def2-TZVPD.

Calculated values
Multiplicity: 3
<S²>: 2.0071
E_HOMO (spin up / spin down) (eV): -6.8 / -11.6

Each atom is followed by the atoms it is bonded to, with distances in Å.
Cartesian coordinates (Å):
1 C 0.233 -0.823 1.592  C4 1.396, N5 1.136
2 C -1.826 -0.540 0.351  C4 1.541, H8 1.085, H9 1.060, H10 1.184
3 C -0.118 1.282 0.067  C4 1.620, O6 1.164, H11 1.137
4 C -0.646 0.133 1.081  C1 1.396, C2 1.541, C3 1.620, H12 1.175
5 N 0.785 -1.690 2.074  C1 1.136
6 O -0.266 2.400 0.354  C3 1.164
7 O 2.969 1.097 -0.248  H13 0.953, H14 0.954
8 H -2.406 -1.259 0.920  C2 1.085
9 H -2.468 0.227 0.000  C2 1.060
10 H -1.513 -1.144 -0.619  C2 1.184
11 H 0.297 0.812 -0.882  C3 1.137
12 H -1.134 0.514 2.079  C4 1.175
13 H 2.721 1.759 -0.888  O7 0.953
14 H 2.252 0.468 -0.260  O7 0.954

=====

#x
Below is the molecule C4H7NO2, with properties calculated with ωB97M-V/def2-TZVPD.

Calculated values
Multiplicity: 3
<S²>: 2.0055
E_HOMO (spin up / spin down) (eV): -5.4 / -10.8

Each atom is followed by the atoms it is bonded to, with distances in Å.
Cartesian coordinates (Å):
1 C 2.076 -0.419 0.938  C2 1.527, N5 1.276, H8 1.110
2 C 1.272 0.098 -0.252  C1 1.527, O6 1.390, H9 1.082, H10 1.100
3 C -0.959 0.261 -0.954  C4 1.479, O6 1.412, O7 1.155
4 C -2.320 0.128 -0.391  C3 1.479, H11 1.120, H12 1.090, H13 1.148
5 N 1.623 -0.653 2.108  C1 1.276, H14 1.125
6 O -0.065 -0.099 0.078  C2 1.390, C3 1.412
7 O -0.593 0.668 -1.972  C3 1.155
8 H 3.157 -0.604 0.761  C1 1.110
9 H 1.512 1.135 -0.449  C2 1.082
10 H 1.583 -0.405 -1.179  C2 1.100
11 H -2.113 0.466 0.656  C4 1.120
12 H -2.647 -0.884 -0.629  C4 1.090
13 H -3.024 0.918 -0.835  C4 1.148
14 H 0.499 -0.610 2.119  N5 1.125

=====

Here are the energies relative to the best structure, in kcal/mol: #w 4.8; #x 0.0.